Here is one molecule with the formula C2H2ClO2P in a non-equilibrium geometry from the OMol25 dataset. Energies are from wB97M-V/def2-TZVPD.

Output
SMILES string	ClP1C=COO1
E_HOMO	-9.66	eV
calculated total energy	-28010.1796	eV
HOMO-LUMO gap	10.12	eV
relative energy (zero: lowest compared OMol25 entry of this formula, charge and spin)	3.2354	eV

Positions of all 8 atoms, in Å:
Cl 1.932 -1.419 0.955
P 0.156 -0.464 1.484
C 0.167 0.902 0.230
C -0.409 0.402 -0.877
O -1.071 -0.750 -0.841
O -0.967 -1.244 0.521
H 0.746 1.789 0.502
H -0.554 0.783 -1.974

Atoms 1-2, force components in eV/Å:
Cl 0.1 0.0 0.1
P -0.7 0.5 -1.7